1.
This record from the OMol25 dataset describes the molecule C39H33BrF6N2O2 at a distorted geometry. The level of theory is ωB97M-V/def2-TZVPD.

Results
Largest force on an atom = 3.34 eV Å⁻¹
Charge = 0
Highest occupied orbital energy = -7.6 eV
Frontier orbital gap = 8.219 eV
Structure (SMILES) = CCOC(=O)[C@@H](c1ccc(Br)cc1)C(c1ccc(N(CC(F)(F)F)c2ccccc2)cc1)c1ccc(N(CC(F)(F)F)c2ccccc2)cc1
Electronic energy = -4939.13049 hartree
Energy above the lowest of the compared OMol25 structures with the same formula, charge and spin = 0.0 kcal/mol

```
83
C39H33BrF6N2O2 ωB97M-V/def2-TZVPD
C -3.8311 1.5600 -4.1322
C -2.6277 2.2786 -3.6531
O -1.6240 1.2243 -3.3512
C -0.4158 1.7737 -3.1595
O -0.2904 2.9920 -3.2325
C 0.6664 0.7470 -2.6427
C 1.9240 0.9431 -3.5415
C 2.4948 2.2304 -3.5529
C 3.8590 2.4286 -3.8311
C 4.6834 1.3407 -4.1412
Br 6.4966 1.6126 -4.6557
C 4.0867 0.0855 -4.3385
C 2.7302 -0.1345 -3.9951
C 0.5961 0.7792 -1.0412
C -0.8168 0.7446 -0.5027
C -1.5175 1.9480 -0.4057
C -2.7639 1.9948 0.1885
C -3.4362 0.8027 0.5131
N -4.7500 0.8669 0.9632
C -5.6120 -0.3192 0.8470
C -6.0383 -0.4472 -0.5908
F -6.8794 -1.4737 -0.8531
F -4.9535 -0.5702 -1.4255
F -6.6688 0.7264 -0.9604
C -5.2388 1.9211 1.7816
C -5.2521 1.7797 3.1888
C -5.9257 2.7119 3.9942
C -6.6571 3.7526 3.3812
C -6.6622 3.8673 1.9759
C -5.9457 2.9744 1.2007
C -2.7423 -0.4216 0.4089
C -1.4452 -0.4553 -0.0926
C 1.5437 -0.0932 -0.1998
C 2.8333 -0.2053 -0.7364
C 3.7938 -1.0501 -0.1868
C 3.5273 -1.7149 1.0214
N 4.4258 -2.5511 1.6089
C 5.4938 -3.1465 0.7739
C 4.8857 -4.2895 0.0457
F 5.7281 -4.9422 -0.7981
F 4.4070 -5.1901 0.9745
F 3.7962 -3.8771 -0.6852
C 4.4804 -2.7845 3.0000
C 3.6293 -3.7208 3.5856
C 3.8624 -4.1559 4.8838
C 4.9080 -3.5933 5.6440
C 5.7299 -2.5898 5.0827
C 5.5460 -2.2342 3.7473
C 2.3143 -1.4303 1.6873
C 1.3321 -0.6745 1.0690
H -4.6253 2.3084 -4.1626
H -3.6605 1.2286 -5.1663
H -4.0919 0.7280 -3.4643
H -2.2382 2.9260 -4.4459
H -2.8453 2.8798 -2.7506
H 0.3268 -0.2986 -2.6207
H 1.9193 3.0876 -3.1916
H 4.2826 3.4279 -3.7495
H 4.7008 -0.7399 -4.6873
H 2.3204 -1.1428 -3.9296
H 1.0286 1.8272 -1.0893
H -1.0615 2.8746 -0.7725
H -3.3044 2.9282 0.3091
H -6.5183 -0.1058 1.4071
H -5.1271 -1.2288 1.1834
H -4.7127 0.9479 3.6366
H -5.9049 2.6319 5.1015
H -7.2545 4.4661 3.9564
H -7.2265 4.6630 1.4554
H -5.9329 3.0854 0.1075
H -3.2243 -1.3616 0.6991
H -0.9048 -1.4073 -0.1826
H 3.0756 0.4124 -1.6040
H 4.7408 -1.1736 -0.6964
H 5.9411 -2.4297 0.0928
H 6.2592 -3.5281 1.4693
H 2.7888 -4.1194 3.0124
H 3.1995 -4.9409 5.2878
H 5.0654 -3.9733 6.6653
H 6.5143 -2.1149 5.6938
H 6.1981 -1.5056 3.2580
H 2.1884 -1.8395 2.6892
H 0.4032 -0.5342 1.6266
```


2.
This record from the OMol25 dataset describes a structure of composition C39H33N6O7Sc at a distorted geometry. The level of theory is ωB97M-V/def2-TZVPD.

Results
Largest force on an atom = 2.13 eV Å⁻¹
Charge = 0
Highest occupied orbital energy = -7.4 eV
Frontier orbital gap = 6.995 eV
Electronic energy = -3122.19598 hartree
Energy above the lowest of the compared OMol25 structures with the same formula, charge and spin = 12.4 kcal/mol

```
86
C39H33N6O7Sc ωB97M-V/def2-TZVPD
Sc -2.1621 1.4119 0.2931
C -4.1654 -2.3637 -3.0153
O -4.4814 -1.7189 -1.8103
C -5.2036 -0.5356 -1.8528
C -6.3436 -0.3247 -2.5954
C -7.0489 0.8727 -2.4631
C -6.6345 1.8289 -1.5651
C -5.4699 1.6576 -0.8067
C -5.0911 2.6036 0.2074
N -4.0260 2.4088 0.9048
N -3.7513 3.1955 1.9775
C -2.6379 2.8168 2.5731
O -1.9272 1.8138 2.1937
C -2.2131 3.5779 3.7661
C -1.1617 3.0774 4.5304
C -0.7048 3.7698 5.6348
C -1.2891 4.9762 5.9825
C -2.3502 5.4705 5.2402
C -2.8168 4.7764 4.1384
C -4.6892 0.4803 -0.9930
O -3.5471 0.2845 -0.4134
H -3.4897 -3.1782 -2.7485
H -5.0438 -2.7761 -3.5215
H -3.6526 -1.6888 -3.7093
H -6.7002 -1.0819 -3.2792
H -7.9406 1.0322 -3.0515
H -7.2017 2.7385 -1.4269
H -5.7599 3.4426 0.4216
H -0.7227 2.1379 4.2306
H 0.1015 3.3618 6.2267
H -0.9172 5.5300 6.8313
H -2.8186 6.4005 5.5291
H -3.6405 5.1503 3.5520
C -2.6324 3.0590 -3.3787
C -1.3731 2.6388 -2.6265
C -0.1427 2.6808 -3.5229
O -1.5358 1.3284 -2.0512
C -1.1983 3.6243 -1.4196
O -0.5918 4.6649 -1.5919
O -1.7469 3.2226 -0.3506
H -2.8021 2.4318 -4.2551
H -2.5269 4.0872 -3.7111
H -3.4928 2.9895 -2.7137
H -0.3014 2.1475 -4.4588
H 0.7048 2.2442 -2.9989
H 0.0834 3.7189 -3.7430
H -1.8328 0.7399 -2.7612
C 9.8658 -6.2332 0.2258
O 8.5215 -6.6519 0.2138
C 7.5402 -5.7183 0.2010
C 6.2310 -6.2143 0.1870
C 5.1585 -5.3571 0.1668
C 5.3528 -3.9700 0.1604
C 6.6569 -3.4821 0.1798
C 7.7407 -4.3402 0.2001
C 4.1972 -3.1030 0.1471
N 2.9558 -3.5353 0.1429
C 2.1727 -2.4289 0.1571
C 2.9641 -1.2744 0.1650
N 4.2521 -1.7321 0.1550
C 2.4143 0.0339 0.2058
C 3.1500 1.2291 0.2118
C 2.4713 2.4226 0.2874
C 1.0736 2.4140 0.3641
N 0.3574 1.3098 0.3324
C 0.9977 0.1307 0.2550
C 0.1716 -1.0568 0.2448
N -1.1591 -0.8678 0.3060
C -1.9353 -1.9333 0.3026
C -1.4503 -3.2449 0.2364
C -0.0940 -3.4601 0.1850
C 0.7522 -2.3453 0.1891
H 10.4556 -7.1480 0.2313
H 10.0981 -5.6473 1.1202
H 10.1152 -5.6474 -0.6642
H 6.0964 -7.2848 0.1926
H 4.1480 -5.7326 0.1567
H 6.8502 -2.4190 0.1801
H 8.7355 -3.9227 0.2153
H 5.0895 -1.1742 0.1643
H 4.2297 1.2008 0.1608
H 2.9904 3.3656 0.2872
H 0.5250 3.3419 0.4404
H -2.9979 -1.7415 0.3215
H -2.1498 -4.0646 0.2293
H 0.3480 -4.4435 0.1415
```